1.
Here is a molecular structure, C26H45ClF3PPm from OMol25. Energies are from wB97M-V/def2-TZVPD.

Computed properties:
Charge: -1
⟨S²⟩: 6.225
LUMO energy (alpha / beta): 2.444 / 2.428 eV
2S+1: 5
Energy above the lowest of the compared OMol25 structures with the same formula, charge and spin: 85.0 kJ/mol

Positions of all 77 atoms, in Å:
Pm1 -2.423 0.709 0.959
P1 0.216 -0.455 0.393
Cl1 -2.604 -1.117 2.713
C1 -0.641 2.201 1.625
H1 0.141 2.939 1.420
H2 -0.596 2.112 2.738
C2 -0.655 -2.056 -0.083
C3 0.963 -0.714 2.103
C4 0.239 -3.155 -0.674
H3 -1.070 -2.421 0.872
C5 -0.571 -4.449 -0.869
H4 0.643 -2.828 -1.644
H5 1.101 -3.373 -0.026
C6 -1.821 -4.229 -1.732
H6 0.064 -5.223 -1.318
H7 -0.880 -4.815 0.123
C7 -2.668 -3.048 -1.262
H8 -1.510 -4.053 -2.771
H9 -2.434 -5.136 -1.735
C8 -1.847 -1.762 -1.018
H10 -3.463 -2.836 -1.989
H11 -3.163 -3.304 -0.314
H12 -1.474 -1.365 -1.973
H13 -2.600 -1.031 -0.628
C9 1.649 -0.135 -0.772
C10 1.950 0.418 2.409
H14 0.069 -0.561 2.737
C11 2.412 0.342 3.868
H15 2.821 0.357 1.738
H16 1.439 1.371 2.216
C12 2.926 -1.046 4.253
H17 3.191 1.091 4.034
H18 1.566 0.609 4.515
C13 1.961 -2.169 3.867
H19 3.894 -1.217 3.764
H20 3.113 -1.082 5.329
C14 1.521 -2.107 2.400
H21 2.416 -3.144 4.066
H22 1.061 -2.100 4.492
H23 2.373 -2.317 1.736
H24 0.760 -2.879 2.209
C15 1.166 -0.052 -2.226
H25 1.981 0.879 -0.479
C16 2.285 0.466 -3.143
H26 0.839 -1.045 -2.570
H27 0.295 0.615 -2.305
C17 3.583 -0.339 -3.012
H28 1.940 0.452 -4.183
H29 2.485 1.517 -2.889
C18 4.008 -0.540 -1.555
H30 3.445 -1.320 -3.487
H31 4.385 0.166 -3.560
C19 2.870 -1.061 -0.662
H32 4.858 -1.230 -1.496
H33 4.349 0.421 -1.146
H34 2.593 -2.078 -0.976
H35 3.231 -1.135 0.372
C20 -1.737 2.139 -1.575
C21 -0.760 2.880 -0.917
H36 -1.576 1.068 -1.836
C22 -0.952 4.330 -0.610
H37 0.174 2.412 -0.609
C23 -2.440 4.732 -0.662
H38 -0.542 4.580 0.369
H39 -0.414 4.938 -1.346
C24 -3.098 4.252 -1.953
H40 -2.965 4.311 0.205
H41 -2.515 5.822 -0.594
C25 -2.994 2.726 -2.133
H42 -4.155 4.562 -1.966
H43 -2.614 4.744 -2.803
H44 -3.888 2.244 -1.713
H45 -3.062 2.515 -3.213
F1 -5.234 1.612 2.478
C26 -4.375 2.262 1.602
F2 -5.207 2.698 0.562
F3 -4.027 3.443 2.260

Here are the Mulliken charges for atoms 1 to 2, given in e: 0.646, 0.114

---

2.
Here is a molecular structure, C17H7BrF17N2O5S2SeZn from OMol25. Energies are from wB97M-V/def2-TZVPD.

Computed properties:
Charge: -1
LUMO energy: 2.184 eV
Energy above the lowest of the compared OMol25 structures with the same formula, charge and spin: 67.1 kJ/mol

Positions of all 53 atoms, in Å:
Zn1 -0.063 -0.019 0.597
F1 -2.797 -2.774 -0.279
C1 -3.818 -1.938 -0.434
F2 -4.443 -1.798 0.736
F3 -4.672 -2.472 -1.310
S1 -3.260 -0.286 -1.025
O1 -2.368 0.205 0.019
O2 -4.479 0.410 -1.271
N1 -2.470 -0.620 -2.357
S2 -0.893 -0.527 -2.233
O3 -0.370 0.801 -2.331
O4 -0.354 -1.369 -1.156
C2 -0.398 -1.398 -3.767
F4 -0.881 -0.772 -4.834
F5 0.934 -1.392 -3.825
F6 -0.819 -2.659 -3.779
F7 -4.719 -1.983 5.686
C3 -3.796 -1.296 4.998
C4 -3.387 -0.048 5.431
F8 -3.922 0.472 6.544
C5 -2.436 0.654 4.713
F9 -2.091 1.858 5.192
C6 -1.848 0.161 3.552
Se1 -0.544 1.216 2.650
C7 -2.284 -1.095 3.154
F10 -1.778 -1.682 2.055
C8 -3.236 -1.821 3.850
F11 -3.615 -3.030 3.419
Br1 3.842 -4.280 -0.323
C9 2.927 -3.238 0.965
C10 3.415 -3.130 2.255
C11 2.706 -2.348 3.148
C12 1.560 -1.703 2.712
N2 1.100 -1.816 1.469
C13 1.774 -2.569 0.602
H1 4.325 -3.636 2.544
H2 3.045 -2.217 4.166
H3 0.997 -1.048 3.365
H4 1.388 -2.625 -0.406
C14 3.512 1.282 -1.364
C15 2.543 1.470 -0.188
O5 1.698 0.429 -0.096
C16 3.378 1.551 1.123
F12 4.466 2.344 1.030
F13 3.834 0.329 1.451
F14 2.657 1.992 2.166
C17 1.788 2.820 -0.366
F15 1.467 3.045 -1.647
F16 0.647 2.849 0.336
F17 2.524 3.881 0.029
H5 4.073 0.365 -1.187
H6 4.206 2.113 -1.490
H7 2.920 1.160 -2.267

Here are the Mulliken charges for atoms 1 to 2, given in e: 2.107, -0.213

---

3.
Here is H3OPS in the gas phase from OMol25. Energies are from wB97M-V/def2-TZVPD.

Computed properties:
Charge: 0
LUMO energy: -0.548 eV
Energy above the lowest of the compared OMol25 structures with the same formula, charge and spin: 119.2 kJ/mol

Positions of all 6 atoms, in Å:
O1 -1.241 -1.016 -0.050
P1 -0.624 0.533 -0.018
S1 1.964 -0.025 -0.065
H1 -1.822 -1.122 0.762
H2 -0.530 0.873 -1.457
H3 2.253 0.757 0.828

Here are the Mulliken charges for atoms 1 to 2, given in e: -0.453, 0.212

---

4.
Here is a molecular structure, C23H46F21HfN5O13PS5 from OMol25. Energies are from wB97M-V/def2-TZVPD.

Computed properties:
Charge: +4
⟨S²⟩: 0.767
LUMO energy (alpha / beta): -12.144 / -15.967 eV
2S+1: 2

Positions of all 115 atoms, in Å:
Hf1 -0.050 1.439 -3.710
C1 2.926 3.398 -0.653
F1 4.050 3.860 -0.141
F2 2.146 2.975 0.322
F3 2.282 4.394 -1.280
S1 3.261 1.984 -2.066
O1 3.631 0.694 -1.421
O2 1.995 1.853 -2.910
O3 4.330 2.549 -2.873
P1 -0.629 0.344 -0.829
F4 -0.047 1.837 -1.223
F5 0.499 -0.059 -1.903
F6 0.322 0.350 0.405
F7 -1.047 -1.198 -0.681
F8 -1.735 1.094 0.086
F9 -1.524 0.587 -2.210
C2 -4.026 -1.530 0.914
N1 -3.330 -2.217 2.089
C3 -3.160 -3.673 1.736
C4 -2.020 -1.516 2.341
C5 -4.178 -2.201 3.425
C6 -4.373 -0.803 4.100
O4 -5.148 0.202 3.433
H1 -5.078 -1.811 0.976
H2 -3.497 -1.796 -0.001
H3 -4.008 -0.451 1.066
H4 -4.052 -4.102 1.279
H5 -2.804 -4.193 2.625
H6 -2.388 -3.776 0.974
H7 -1.708 -1.933 3.298
H8 -2.163 -0.439 2.424
H9 -1.272 -1.657 1.560
H10 -3.525 -2.793 4.066
H11 -5.152 -2.654 3.238
H12 -3.429 -0.366 4.423
H13 -4.962 -0.976 5.000
H14 -4.968 1.013 3.913
C7 -0.229 4.638 3.118
N2 0.329 3.378 3.716
C8 0.153 2.205 2.733
C9 1.862 3.566 3.841
C10 -0.128 3.079 5.156
C11 -1.656 3.009 5.445
O5 -2.264 1.993 4.724
H15 0.314 5.523 3.450
H16 -1.293 4.739 3.329
H17 -0.142 4.670 2.032
H18 0.466 2.514 1.735
H19 -0.927 2.059 2.744
H20 0.702 1.303 3.004
H21 2.331 3.733 2.871
H22 2.320 2.660 4.237
H23 2.009 4.376 4.555
H24 0.291 3.877 5.768
H25 0.441 2.204 5.469
H26 -2.212 3.938 5.320
H27 -1.710 2.733 6.498
H28 -3.214 2.092 4.814
C12 7.049 -4.858 -0.061
C13 5.640 -4.546 -0.478
C14 5.290 -3.213 0.112
N3 3.752 -2.834 -0.149
C15 3.330 -2.490 -1.620
C16 3.250 -1.738 0.754
C17 2.025 -2.272 1.588
C18 1.529 -3.413 0.761
C19 2.797 -4.094 0.225
H29 7.099 -5.024 1.015
H30 7.829 -4.152 -0.342
H31 7.461 -5.724 -0.579
H32 5.028 -5.342 -0.055
H33 5.645 -4.539 -1.568
H34 5.854 -2.333 -0.200
H35 5.272 -3.289 1.199
H36 3.605 -3.351 -2.230
H37 4.002 -1.671 -1.875
H38 2.248 -2.357 -1.651
H39 2.846 -0.937 0.136
H40 4.072 -1.479 1.422
H41 1.334 -1.431 1.653
H42 2.361 -2.610 2.568
H43 0.766 -3.227 0.005
H44 1.117 -4.169 1.429
H45 2.703 -4.842 -0.562
H46 3.269 -4.535 1.103
C20 1.109 -2.050 -6.684
F10 0.070 -1.634 -7.412
F11 1.175 -3.336 -6.817
F12 2.266 -1.534 -7.155
S2 0.901 -1.592 -4.770
O6 1.199 -2.814 -4.066
O7 1.731 -0.458 -4.375
N4 -0.557 -0.610 -4.466
S3 -1.674 -1.861 -4.548
O8 -1.343 -2.960 -5.496
O9 -1.966 -2.277 -3.145
C21 -3.227 -1.048 -5.271
F13 -3.028 -0.699 -6.543
F14 -4.233 -1.922 -5.295
F15 -3.511 0.031 -4.574
C22 -1.560 5.234 -1.389
F16 -1.068 4.390 -0.522
F17 -2.898 5.359 -1.273
F18 -0.989 6.428 -1.308
S4 -1.114 4.554 -3.204
O10 -1.312 5.588 -4.245
O11 0.254 4.011 -3.193
N5 -1.752 2.932 -3.453
S5 -3.322 3.310 -3.702
O12 -3.727 4.683 -3.668
O13 -3.783 2.587 -4.862
C23 -4.221 2.460 -2.150
F19 -4.148 1.176 -2.208
F20 -3.595 2.902 -1.095
F21 -5.458 2.905 -2.063

Here are the Mulliken charges for atoms 1 to 2, given in e: 1.807, 0.691

---

5.
Here is C27H26N2O4 in the gas phase from OMol25. Energies are from wB97M-V/def2-TZVPD.

Computed properties:
Charge: 0
LUMO energy: -1.166 eV
Energy above the lowest of the compared OMol25 structures with the same formula, charge and spin: 490.6 kJ/mol

Positions of all 59 atoms, in Å:
C1 -3.254 4.145 2.433
C2 -2.050 3.543 3.106
O1 -0.827 3.690 2.252
C3 0.304 3.050 2.658
C4 1.583 3.564 1.991
N1 2.562 2.477 1.681
C5 2.772 1.472 2.581
C6 3.919 0.707 2.557
C7 4.873 0.872 1.565
C8 4.597 1.808 0.567
C9 3.429 2.571 0.619
O2 0.290 2.326 3.652
H1 -4.081 4.126 3.148
H2 -3.089 5.170 2.119
H3 -3.545 3.532 1.580
H4 -1.842 4.018 4.067
H5 -2.202 2.479 3.281
H6 1.356 4.099 1.046
H7 2.033 1.393 3.378
H8 4.080 0.043 3.389
H9 5.840 0.328 1.605
H10 5.327 1.973 -0.210
H11 3.245 3.358 -0.128
C10 -3.928 8.024 3.466
N2 -2.580 8.548 3.471
C11 -2.404 9.934 3.102
C12 -1.484 7.668 3.403
C13 -0.949 7.268 2.161
C14 0.118 6.369 2.087
C15 0.773 5.928 3.227
C16 1.928 4.956 2.997
C17 3.155 5.530 2.466
C18 4.388 4.792 2.618
O3 4.641 3.862 3.406
C19 5.324 5.380 1.652
C20 4.716 6.449 0.985
C21 5.417 7.178 0.024
C22 6.720 6.794 -0.308
C23 7.325 5.680 0.365
C24 6.621 4.987 1.354
C25 3.297 6.573 1.443
O4 2.498 7.399 0.991
C26 0.233 6.277 4.481
C27 -0.882 7.125 4.571
H12 -3.899 6.955 3.755
H13 -4.512 8.607 4.191
H14 -4.392 8.142 2.469
H15 -1.344 10.221 3.190
H16 -2.754 10.144 2.080
H17 -3.004 10.550 3.774
H18 -1.429 7.594 1.220
H19 0.497 6.095 1.103
H20 2.041 4.256 3.824
H21 4.955 8.044 -0.446
H22 7.292 7.335 -1.070
H23 8.347 5.398 0.092
H24 7.073 4.158 1.899
H25 0.695 5.915 5.397
H26 -1.333 7.402 5.531

Here are the Mulliken charges for atoms 1 to 2, given in e: -1.141, -0.179

---

6.
Here is a molecular structure, C3H2N2OS from OMol25. Energies are from wB97M-V/def2-TZVPD.

Computed properties:
Charge: 0
LUMO energy: -1.619 eV
Energy above the lowest of the compared OMol25 structures with the same formula, charge and spin: 289.8 kJ/mol

Positions of all 9 atoms, in Å:
C1 0.613 0.238 1.183
C2 -0.416 -0.226 0.139
C3 -1.081 -1.059 -1.605
H1 0.396 -0.240 2.384
H2 -0.902 -1.543 -2.640
N1 -1.706 -0.270 0.262
N2 -2.158 -0.847 -0.934
O1 0.217 -0.721 -1.010
S1 1.945 1.353 0.921

Here are the Mulliken charges for atoms 1 to 2, given in e: -0.437, 0.687

---

Maximum force? In order: 4.3, 0.7, 5.3, 7.2, 3.3, 6.2 eV/Å.
E_tot? In order: -2727.166040, -10386.788579, -816.536953, -6631.851004, -1454.846215, -698.330794 Ha.